*i*
Below is 3 unconnected molecules or ions with the total composition C7H19NO, with properties calculated with the ωB97M-V functional and the def2-TZVPD basis.

Values from the calculation:
E_LUMO in eV: 0.119
HOMO in eV: -8.083

Structure (ORCA input):
```
! RIJCOSX wB97M-V def2-TZVPD def2/J DEFGRID3
* xyz 0 1
C 2.022 0.386 -1.077
C 2.742 -0.657 -0.217
C 2.155 1.790 -0.474
O 0.666 0.070 -1.223
H -0.269 -0.098 0.025
H 2.503 0.395 -2.069
H 1.696 1.820 0.515
H 2.309 -0.688 0.785
H 2.640 -1.646 -0.665
H 3.806 -0.431 -0.130
H 3.200 2.093 -0.392
H 1.629 2.507 -1.107
C -0.961 0.095 1.035
C -1.725 -1.453 -0.958
C -1.273 -1.011 2.036
C -2.108 1.075 0.824
N -1.478 -0.812 -2.055
H -0.124 0.664 1.458
H -2.177 -0.149 -2.370
H -0.299 -0.397 -2.018
H -0.954 -2.135 -0.628
H -2.718 -1.521 -0.528
H -1.486 -0.606 3.028
H -3.022 0.565 0.510
H -0.431 -1.699 2.139
H -2.154 -1.592 1.753
H -1.845 1.812 0.064
H -2.345 1.624 1.739
*
```

---

*ii*
Below is a molecular structure, C7H19NO, with properties calculated with the ωB97M-V functional and the def2-TZVPD basis.

Values from the calculation:
E_LUMO in eV: 0.734
HOMO in eV: -7.994

Structure (ORCA input):
```
! RIJCOSX wB97M-V def2-TZVPD def2/J DEFGRID3
* xyz 0 1
C -1.083 1.133 -0.456
C -1.076 -0.736 -0.041
C -1.140 1.920 0.848
C -1.164 -1.427 -1.400
C -2.350 -0.981 0.766
O -0.097 1.501 -1.262
H 1.013 1.135 -0.707
H -2.054 1.099 -0.967
H -0.300 -1.257 0.540
H -1.405 2.952 0.614
H -0.162 1.925 1.333
H -1.881 1.525 1.536
H -1.250 -2.513 -1.301
H -2.236 -0.661 1.802
H -3.203 -0.451 0.335
H -0.299 -1.194 -2.022
H -2.036 -1.076 -1.954
H -2.598 -2.048 0.791
C 2.441 0.508 1.227
C 2.483 -0.622 -0.949
N 1.750 0.259 -0.036
H 0.796 -0.195 0.197
H 3.403 0.988 1.043
H 3.477 -0.214 -1.138
H 1.832 1.154 1.856
H 2.620 -0.428 1.767
H 2.580 -1.629 -0.532
H 1.940 -0.665 -1.890
*
```

---

Of them, *i* has the lowest stability.

---

*i*
Below is 2 unconnected molecules or ions with the total composition C4H4FN, with properties calculated with the ωB97M-V functional and the def2-TZVPD basis.

Values from the calculation:
E_LUMO in eV: 0.575
SMILES: C#CC.N#CF
HOMO in eV: -9.828

Structure (ORCA input):
```
! RIJCOSX wB97M-V def2-TZVPD def2/J DEFGRID3
* xyz 0 1
C -0.880 -0.564 1.485
C -0.445 -0.883 0.379
C 0.040 -1.381 -0.850
H -1.551 -0.485 2.289
H 1.189 -1.364 -0.902
H -0.094 -0.610 -1.684
H -0.457 -2.397 -1.195
N 1.428 2.146 -0.700
C 0.738 2.548 0.112
F 0.033 2.990 1.066
*
```

---

*ii*
Below is 2 unconnected molecules or ions with the total composition C4H4FN, with properties calculated with the ωB97M-V functional and the def2-TZVPD basis.

Values from the calculation:
E_LUMO (alpha / beta) in eV: -1.538 / -1.538
HOMO (alpha / beta) in eV: -10.988 / -10.987

Structure (ORCA input):
```
! RIJCOSX wB97M-V def2-TZVPD def2/J DEFGRID3
* xyz 0 1
C 1.080 2.026 2.314
C 0.561 0.422 -0.335
C -0.609 -0.068 0.501
C -0.157 1.378 0.388
N 1.675 2.260 3.254
F -0.947 2.362 -0.136
H 1.487 0.167 0.108
H 0.360 0.518 -1.414
H -1.473 -0.267 0.069
H -0.293 -0.621 1.379
*
```

---

Of them, *ii* has the lowest stability.

---

*i*
Below is a gas-phase ion, H4O2P3 (charge -1), with properties calculated with the ωB97M-V functional and the def2-TZVPD basis.

Values from the calculation:
E_LUMO in eV: 4.264
SMILES: [O-][P@](O)(=P)P
HOMO in eV: -3.650

Structure (ORCA input):
```
! RIJCOSX wB97M-V def2-TZVPD def2/J DEFGRID3
* xyz -1 1
O -0.397 -1.917 0.607
P -0.426 -0.656 -0.051
O -0.123 1.101 1.156
P -2.015 -0.259 -1.260
P 1.726 -0.389 -0.646
H -0.893 1.421 0.840
H -1.438 1.083 -1.183
H 1.593 0.764 -0.021
H 1.973 -1.147 0.558
*
```

---

*ii*
Below is a molecular structure, H4O2P3, with properties calculated with the ωB97M-V functional and the def2-TZVPD basis.

Values from the calculation:
E_LUMO in eV: 4.171
HOMO in eV: -3.489

Structure (ORCA input):
```
! RIJCOSX wB97M-V def2-TZVPD def2/J DEFGRID3
* xyz -1 1
O -0.441 1.310 2.765
O 0.777 -1.161 -2.094
P -0.093 -0.098 -1.538
P 0.458 -0.945 1.049
P -0.419 0.874 1.329
H -0.583 0.847 -2.451
H -1.085 -0.659 -0.775
H 0.481 0.818 -0.738
H 0.905 -0.986 2.453
*
```

---

Of them, *ii* has the lowest stability.